ORCA calculation (ωB97M-V/def2-TZVPD) on a structure of composition C24H24N4O3S2.

```
! RIJCOSX wB97M-V def2-TZVPD def2/J DEFGRID3
* xyz 0 1
C -0.5153 3.2856 -5.6026
N -1.8052 2.9220 -5.4166
S -2.2396 3.1105 -3.8896
O -1.9827 4.5245 -3.4153
O -3.5839 2.8615 -3.5473
C -1.2929 2.0569 -2.6329
C -1.7056 0.6720 -2.4642
C -0.5743 -0.1013 -1.8583
C 0.6086 0.3595 -1.2616
C 0.7397 1.7816 -1.4305
C 0.0053 2.3744 -2.1585
H 0.2671 3.5522 -2.1558
H 1.6510 2.3456 -0.8940
N 1.3409 -0.5418 -0.6425
C 2.4479 0.1278 0.3378
H 3.0786 0.4290 -0.1593
C 2.6902 -1.0734 1.1437
H 2.3369 -1.1912 2.1710
H 3.9894 -1.2040 1.0245
C 2.2062 -2.4983 0.3189
H 1.5278 -2.8054 0.9019
H 2.9740 -3.3522 0.2063
C 1.7910 -1.8977 -1.0416
H 2.5072 -1.8336 -1.6769
H 1.2884 -2.3634 -1.5407
H 1.9081 0.8345 0.8837
C -1.2461 -1.4020 -1.6328
O -1.3262 -2.3705 -2.7390
N -1.4095 -2.0536 -0.3300
C -1.1817 -1.3317 0.7563
N -0.5689 -2.0045 1.7528
C -0.4555 -1.0494 2.9285
C -0.9635 0.1683 2.5995
C -0.9294 1.2764 3.7202
C -0.4536 0.8599 4.9348
C 0.0462 -0.6513 5.0334
C 0.6146 -0.7640 6.4176
C 0.6528 -2.2984 6.6829
C 0.8200 -3.1726 5.6945
C 0.3530 -3.0003 4.4901
C -0.2609 -1.4907 4.1201
H 0.1512 -3.7827 3.7479
H 1.1034 -4.1547 6.0284
H 1.1545 -2.3381 7.7890
H 0.6309 -0.1558 7.2769
H -0.4226 1.6833 5.5523
H -1.3156 2.2794 3.3993
S -1.6255 0.5135 0.9480
H -1.3781 -2.9863 -0.3887
H -2.4181 0.1894 -2.9415
C -2.0492 1.5597 -5.8753
H -3.0540 1.3253 -5.5354
H -2.0225 1.6992 -7.1115
H -1.5517 0.8125 -5.5294
H 0.1729 2.6384 -5.2790
H -0.4504 4.0965 -5.1329
H -0.2759 3.5296 -6.5767
*
```

Values from the calculation:
ΔE to the lowest compared entry with this formula, charge and spin   21.260 eV
Kohn-Sham gap   7.58 eV
Strongest force on any atom   0.343 Eh/bohr

***

ORCA calculation (ωB97M-V/def2-TZVPD) on a structure of composition C24H24O8RhS2.

```
! RIJCOSX wB97M-V def2-TZVPD def2/J DEFGRID3
* xyz 1 1
Rh 0.1936 0.9629 -1.1841
O -1.4190 1.9106 -0.5485
S -1.6631 2.5420 0.8411
O -1.3875 1.5613 1.9202
O 0.0070 -0.3102 0.4744
C -0.4161 3.8413 1.0621
C -0.6705 4.5301 2.2388
C 0.1030 5.6172 2.6188
C 1.1446 6.0299 1.8097
C 1.4195 5.3442 0.6382
C 0.6420 4.2576 0.2489
S 1.3062 3.3639 -1.1286
O 2.3643 4.1314 -1.6715
O 1.7100 2.0488 -0.4699
O 0.2784 2.9003 -2.1109
H -1.4933 4.2108 2.8669
H -0.1170 6.1352 3.5418
H 1.7575 6.8763 2.0855
H 2.2485 5.6471 0.0167
C 2.5217 -4.8440 3.2750
C 2.5787 -3.9092 2.1049
C 3.3314 -4.2068 0.9805
C 3.3965 -3.3468 -0.1109
C 4.2264 -3.7365 -1.3064
C 2.6546 -2.1573 -0.0688
C 2.6255 -1.3017 -1.2452
O 1.6650 -0.5886 -1.4972
C 1.8910 -1.8253 1.0728
C 1.2245 -0.4848 1.2529
C 1.8729 -2.7011 2.1364
H 3.1984 -5.6857 3.1455
H 1.5116 -5.2357 3.4039
H 2.7910 -4.3264 4.1960
H 3.8886 -5.1347 0.9485
H 4.7312 -4.6814 -1.1189
H 4.9941 -2.9942 -1.5282
H 3.6149 -3.8622 -2.2001
H 3.4693 -1.3344 -1.9452
H 1.9073 0.3220 0.9861
H 0.9492 -0.3589 2.2988
H -0.7140 0.0093 1.0584
H 1.3171 -2.4405 3.0298
C -2.6779 1.1736 -3.7432
C -2.3886 0.2180 -2.6344
O -1.2053 -0.0353 -2.3480
C -3.4718 -0.4234 -1.8903
C -3.1500 -1.2911 -0.8416
C -4.1550 -1.8862 -0.1055
C -5.4857 -1.6227 -0.4120
C -5.8147 -0.7672 -1.4550
C -4.8113 -0.1678 -2.1943
H -1.7451 1.5456 -4.1569
H -3.2700 2.0073 -3.3616
H -3.2660 0.6900 -4.5249
H -2.1096 -1.4935 -0.6257
H -3.9101 -2.5587 0.7048
H -6.2714 -2.0915 0.1651
H -6.8513 -0.5712 -1.6897
H -5.0714 0.4982 -3.0048
*
```

Values from the calculation:
Kohn-Sham gap   7.67 eV
Strongest force on any atom   0.029 Eh/bohr

***

ORCA calculation (ωB97M-V/def2-TZVPD) on a structure of composition C24H24OPbS6Te.

```
! RIJCOSX wB97M-V def2-TZVPD def2/J DEFGRID3
* xyz -2 1
Pb 0.0358 -0.1182 1.0202
C 1.4797 -4.5815 -1.1188
C 1.3267 -3.2559 -0.3836
S -0.2735 -2.5099 -0.5218
C 2.3438 -2.7744 0.3537
C 3.6287 -3.5796 0.4693
S 2.3962 -1.2716 1.2902
H 0.6226 -4.7497 -1.7674
H 1.5491 -5.4221 -0.4146
H 2.3804 -4.6005 -1.7417
H 3.9552 -3.9679 -0.5014
H 3.4877 -4.4375 1.1394
H 4.4240 -2.9575 0.8794
S 0.7428 2.7387 1.6307
S 0.0513 2.7826 3.5652
S -1.6193 1.5704 3.6402
S -0.9655 -0.3890 3.5543
C -2.6343 3.2871 -1.7845
C -1.3619 2.4815 -1.8789
O -1.2995 1.3606 -1.4483
C -0.1684 3.0789 -2.5546
C -0.2921 3.9480 -3.6319
C 0.8334 4.3477 -4.3392
C 2.0903 3.9049 -3.9490
C 2.2224 3.0710 -2.8453
C 1.0970 2.6503 -2.1559
H -3.2413 2.8842 -0.9762
H -3.1971 3.2073 -2.7202
H -2.4134 4.3390 -1.5951
H -1.2759 4.2794 -3.9491
H 0.7308 4.9942 -5.2028
H 2.9685 4.2086 -4.5077
H 3.2015 2.7364 -2.5246
H 1.1796 2.0079 -1.2859
Te 0.1631 -0.8121 -2.9088
C 0.3709 -2.6685 -3.9412
C 1.5911 -3.1516 -4.4009
C 1.6678 -4.3618 -5.0822
C 0.5207 -5.1096 -5.3126
C -0.7054 -4.6389 -4.8540
C -0.7758 -3.4284 -4.1738
C 0.5249 0.1558 -4.8657
C 1.7982 0.3023 -5.4211
C 1.9905 0.9596 -6.6321
C 0.9057 1.5037 -7.3115
C -0.3688 1.3806 -6.7716
C -0.5502 0.7125 -5.5631
H 2.4977 -2.5837 -4.2205
H 2.6289 -4.7266 -5.4284
H 0.5794 -6.0525 -5.8445
H -1.6106 -5.2085 -5.0323
H -1.7277 -3.0652 -3.8054
H 2.6568 -0.1019 -4.8924
H 2.9882 1.0570 -7.0475
H 1.0543 2.0218 -8.2519
H -1.2203 1.8021 -7.2952
H -1.5500 0.6171 -5.1472
*
```

Values from the calculation:
Kohn-Sham gap   4.77 eV
Strongest force on any atom   0.013 Eh/bohr

***

ORCA calculation (ωB97M-V/def2-TZVPD) on a structure of composition C24H25AsN6PtS5.

```
! RIJCOSX wB97M-V def2-TZVPD def2/J DEFGRID3
* xyz 2 5
Pt -0.5274 -0.1106 -0.6823
S -2.2747 1.2166 -1.5718
C -1.3109 2.6190 -1.7704
N -1.8596 3.8546 -2.1176
N -3.2223 3.8772 -2.1715
C -3.9641 4.7429 -1.5013
C -3.4112 5.8158 -0.7446
C -4.2449 6.5402 0.0772
C -5.5764 6.1116 0.2256
C -6.1452 5.2052 -0.6835
C -5.3366 4.5255 -1.6139
N 0.0392 2.6196 -1.7648
N 0.5648 1.4716 -1.4152
C 1.9280 1.5206 -1.4460
C 2.6733 2.6856 -1.3804
C 4.0658 2.5277 -1.4480
C 4.7061 1.2789 -1.3707
C 3.9334 0.1196 -1.4302
C 2.5487 0.2367 -1.3844
H -3.7311 3.2132 -2.7661
H -2.2952 5.9110 -0.7675
H -3.9238 7.4378 0.6753
H -6.1433 6.4864 1.0676
H -7.2488 5.0117 -0.6695
H -5.7089 3.9750 -2.4804
H 2.2013 3.6517 -1.2962
H 4.7285 3.3617 -1.5861
H 5.7628 1.3314 -1.3997
H 4.3952 -0.8577 -1.4520
H 1.8596 -0.6192 -1.4501
S 0.8415 -3.2528 5.5588
C 0.7869 -2.2005 4.3696
S -0.6250 -1.1933 4.0790
C -0.1212 -0.9836 2.4195
N 1.1404 -1.2502 2.1957
N 1.6586 -1.9824 3.3240
C 3.0255 -2.4623 3.1410
C 3.6783 -2.9924 4.1876
C 5.0256 -3.3389 4.0476
C 5.7654 -2.9628 2.9046
C 5.0755 -2.4352 1.8130
C 3.7372 -2.2672 1.9228
S -1.3937 -0.4689 1.3920
H 3.1634 -3.2369 5.1390
H 5.5094 -3.8654 4.8606
H 6.8498 -3.1771 2.9239
H 5.6199 -2.1061 0.9206
H 3.1850 -1.7845 1.1390
C -1.2085 -4.0187 0.3141
As -1.4805 -3.5405 -1.5525
C -1.2376 -5.0784 -2.7396
C -3.3016 -2.7807 -1.6889
S -0.2234 -1.8585 -2.2364
H -1.3014 -5.1424 0.3181
H -1.9543 -3.5250 0.9860
H -0.1993 -3.7065 0.5368
H -1.4111 -6.0552 -2.2505
H -0.1780 -4.9879 -3.0381
H -1.9192 -5.0142 -3.6240
H -3.4670 -2.2267 -2.6048
H -3.6148 -2.1831 -0.8062
H -3.9084 -3.6834 -1.6337
*
```

Values from the calculation:
ΔE to the lowest compared entry with this formula, charge and spin   0.000 eV
⟨S²⟩   6.1185
Kohn-Sham gap (spin up / spin down)   5.99 / 4.43 eV
Strongest force on any atom   0.088 Eh/bohr

***

Computed values of calculated total energy (unit: eV) for the preceding records, in sequence: -59030.511, -66328.372, -104880.318, -152475.363.